Entry 1:
Formula: C18H58BO13PtS
Source: the Open Molecules 2025 dataset
Level of theory: ωB97M-V with the def2-TZVPD basis set

```
92
Properties=species:S:1:pos:R:3
Pt -17.84932 18.74085 -20.91821
S -17.52216 21.03779 -22.22055
O -14.36415 13.41924 -24.55795
O -20.08376 18.90882 -21.56557
O -17.94583 20.78282 -20.82600
O -15.56270 19.87424 -24.58940
O -16.27611 21.75754 -22.34892
O -18.70936 15.35558 -23.94672
O -15.94112 19.04193 -19.61789
O -14.85013 15.12204 -18.11548
O -18.56157 21.74349 -22.97390
O -17.35168 19.67852 -22.68987
O -19.19097 14.81298 -20.03952
O -18.92139 18.38681 -18.95542
O -14.72656 15.39368 -20.85790
C -15.36151 18.77011 -25.46398
C -14.67739 19.48324 -20.17203
C -15.85650 12.61061 -22.83488
C -12.32341 15.73282 -20.89621
C -20.97528 17.84837 -21.44976
C -18.13735 15.78132 -25.16591
C -19.28865 13.64121 -20.78725
C -18.48278 18.74781 -17.64159
C -14.42712 12.72015 -23.30400
C -21.46096 17.64155 -22.88791
C -19.70685 19.28740 -16.89267
C -13.66208 16.01276 -21.59315
C -19.73504 12.49695 -19.93941
C -19.19599 15.77268 -26.30742
C -14.56720 20.93564 -19.69320
C -14.96529 17.54080 -24.63051
C -16.18853 14.68776 -18.09217
C -16.60121 14.13502 -16.72225
B -17.33432 16.65638 -21.43477
H -18.34112 13.47012 -21.29814
H -15.67935 18.56893 -18.82458
H -14.68127 19.48001 -21.26202
H -19.62710 14.79042 -26.50079
H -12.23100 14.64858 -20.83308
H -18.79046 16.14689 -27.24743
H -18.55329 15.33360 -20.53340
H -19.81248 11.56926 -20.50642
H -17.30446 15.12268 -25.41204
H -16.28615 19.63562 -24.00521
H -15.55343 15.71277 -21.22676
H -16.45769 14.92953 -15.98996
H -18.08214 17.92715 -17.04652
H -20.68328 12.75155 -19.46599
H -14.54401 18.99203 -26.14994
H -15.74918 17.18391 -23.96249
H -19.99752 16.49411 -26.14873
H -16.85688 17.38523 -22.07123
H -22.18921 16.83171 -22.93165
H -15.29706 21.65138 -20.07152
H -12.34199 16.17823 -19.90154
H -20.55896 16.88482 -21.15591
H -16.45607 11.96380 -23.47539
H -14.62410 15.33264 -19.02441
H -14.81909 16.75288 -25.36935
H -20.46887 18.51313 -16.80351
H -13.84379 17.08750 -21.59633
H -17.22255 16.85024 -20.37923
H -16.39756 13.87010 -18.78198
H -15.97727 13.33966 -16.31456
H -20.01295 13.76393 -21.59250
H -15.88175 12.12227 -21.86072
H -16.27064 13.61804 -22.79401
H -16.19096 18.55108 -26.13640
H -13.41743 13.49726 -24.69660
H -17.03451 15.64663 -21.66878
H -21.90658 18.49062 -23.40618
H -13.83532 18.87586 -19.84021
H -17.72093 16.77435 -24.99681
H -14.00970 11.72026 -23.42269
H -17.65516 13.85777 -16.70171
H -18.38644 16.76917 -21.64585
H -14.73097 21.03198 -18.61989
H -20.64306 17.28455 -23.51377
H -13.62488 21.37973 -20.01400
H -11.46775 16.15532 -21.42293
H -14.02288 17.66980 -24.09823
H -17.65669 19.45892 -17.63839
H -16.87384 15.45433 -18.45387
H -20.10867 20.17866 -17.37464
H -13.71564 13.28840 -22.70485
H -13.56481 15.69956 -22.63265
H -19.61659 17.74323 -18.80021
H -19.00612 12.29279 -19.15513
H -18.10485 15.58396 -23.23677
H -19.42293 19.63741 -15.90021
H -21.85240 18.12302 -20.86382
H -20.57024 19.73416 -21.62667
```

For the maximum force, the calculation gives 6.78 eV/Å. The calculation puts the total energy at -2240.85686 Eh. As for the net charge: -1. As for the orbital gap (alpha / beta): 6.49 / 7.50 eV. Its spin multiplicity is 3. The energy above the lowest of the compared OMol25 structures with the same formula, charge and spin is 201.7 kJ/mol. The calculation puts the HOMO energy (alpha / beta) at -4.269 / -5.286 eV.

Entry 2:
Formula: C18H58N2O11
Source: the Open Molecules 2025 dataset
Level of theory: ωB97M-V with the def2-TZVPD basis set

```
89
Properties=species:S:1:pos:R:3
O -1.50564 1.22608 2.58673
O -3.32453 -0.28073 0.92325
O 0.67886 -0.63803 1.02598
O 3.62420 -1.56091 -4.86967
O 1.23936 -3.18913 -1.18625
O 4.67032 -2.72051 1.30589
O 2.61402 0.95213 -1.23325
O -0.82885 0.52079 -3.29492
O -3.24036 2.26394 -1.36883
O 1.74082 2.65876 4.37389
O 2.07909 -1.80177 5.23813
N -0.76006 0.83906 -0.00724
N 0.36197 -0.61501 -1.23132
C -1.79713 2.58631 2.45841
C -1.35275 3.81631 -1.80979
C 0.52856 -2.10569 3.66634
C -2.80515 3.64448 -1.28291
C 4.03574 -0.54065 1.97837
C 0.43152 -4.03772 -1.93386
C -3.95331 -0.89423 -0.17771
C -5.47406 -1.00025 0.10146
C 3.74234 -1.69220 1.05211
C 0.98061 -2.57278 4.97778
C 0.09581 -0.12288 -0.07619
C -2.06347 -0.19322 -3.51122
C -0.68904 -3.30922 -2.66080
C 1.68272 1.79709 3.25933
C 2.92216 -1.89071 -3.63250
C -2.79142 3.04423 3.49622
C 2.28589 1.66206 -3.47341
C 2.31850 2.07046 -2.03936
H -1.08262 4.84746 -1.80864
H -1.31903 1.23672 -0.77661
H -1.03970 1.03262 3.39681
H 3.56040 -1.60353 -2.75897
H -0.89171 1.15602 0.95624
H -2.16731 2.78007 1.43068
H -4.17228 2.21672 -1.58045
H -1.43531 -3.05428 -1.98125
H 3.42632 0.32318 1.73411
H -0.67034 3.30965 -1.17862
H -3.73133 2.49145 3.43348
H 0.30402 -1.03658 3.66814
H 1.94253 -3.70345 -0.75882
H -5.66770 -1.61007 1.00712
H 3.13482 2.72405 -1.83158
H -5.98548 -1.51546 -0.71976
H 1.25515 -2.26886 2.86801
H -1.32456 3.40872 -2.88234
H 3.82969 -1.29671 0.00082
H -3.45984 4.26447 -1.83564
H -0.28730 -2.34551 -3.10407
H 1.80759 0.43013 -0.95499
H -2.96367 3.97964 -0.25594
H 1.66336 0.83352 -3.60393
H 1.98433 -1.37353 -3.47226
H 1.10335 -3.64356 4.98600
H -2.39750 -0.07626 0.76827
H 1.96614 2.57538 -3.99229
H 1.11107 -4.54256 -2.65163
H 3.28668 1.38704 -3.84507
H -2.89395 0.42453 -3.14599
H 3.60429 -0.75735 2.95389
H -3.59545 -1.87920 -0.25696
H -0.39927 -2.58870 3.40390
H -5.98997 -0.04001 0.23533
H 5.04870 -0.19759 2.11760
H -2.18634 -1.20414 -3.22718
H -2.18959 -0.16934 -4.58239
H 1.37818 2.50940 -1.69547
H -1.10250 -3.89687 -3.50599
H 1.85586 0.77922 3.46303
H 2.73852 -2.92865 -3.46637
H 4.67046 -2.89297 2.26403
H 0.27215 -2.32501 5.71823
H -0.85720 1.28076 -3.88984
H -2.38740 2.85287 4.48656
H 1.72673 -0.99935 5.68003
H 0.84961 -1.53502 -1.28503
H 2.99646 -1.70370 -5.58901
H -0.94793 3.18173 2.71272
H 0.71380 1.87274 2.78878
H 0.11379 -4.82444 -1.23594
H 2.68569 -1.99198 1.17651
H 1.13262 2.42672 5.12548
H -0.10291 -0.19985 -2.08788
H -3.69008 -0.20293 -0.96058
H 2.40780 2.05436 2.47381
H -3.07854 4.11223 3.41733
```

For the maximum force, the calculation gives 7.85 eV/Å. The calculation puts the total energy at -1657.55292 Eh. As for the net charge: 0. As for the orbital gap: 8.85 eV. Its SMILES is NC(N)=O.CCO.CCO.CCO.CCO.CCO.CCO.CCO.CO.CO.CO. The energy above the lowest of the compared OMol25 structures with the same formula, charge and spin is 85.0 kJ/mol. The calculation puts the HOMO energy at -8.751 eV.

Entry 3:
Formula: C18H58NO24P6
Source: the Open Molecules 2025 dataset
Level of theory: ωB97M-V with the def2-TZVPD basis set

```
107
Properties=species:S:1:pos:R:3
P 22.80314 -11.17400 11.59397
P 30.52303 -13.61234 10.77386
P 29.89815 -20.09772 5.78453
P 26.20472 -20.73182 12.25890
P 26.55739 -12.63920 4.38553
P 22.29272 -17.20062 5.27609
O 25.56825 -13.10296 3.09646
O 29.06205 -19.80644 6.99165
O 27.13891 -13.73653 5.11368
O 30.35647 -11.93374 10.80243
O 21.74017 -18.66636 5.75879
O 22.68264 -12.12186 10.49809
O 29.19649 -14.37095 10.83614
O 23.01833 -16.54210 6.38776
O 31.34900 -13.90976 9.39640
O 25.48755 -21.49741 13.48877
O 27.67319 -20.25385 12.68187
O 25.52848 -19.47746 11.88014
O 24.10418 -10.32101 11.60907
O 26.38340 -21.86086 11.14847
O 25.66780 -11.58995 5.30508
O 27.65606 -11.61157 3.80455
O 21.04249 -16.47690 4.58808
O 23.15754 -17.67485 3.95909
O 21.61665 -10.03584 11.71423
O 31.54122 -19.94580 6.01564
O 29.60963 -19.04794 4.57573
O 31.55372 -13.93533 11.96020
O 22.80729 -11.77244 13.07223
O 29.80110 -21.50941 5.05066
N 26.02095 -16.81472 8.75332
C 31.60060 -15.21276 12.48592
C 31.46873 -11.11641 10.56970
C 27.31226 -10.56350 2.87825
C 28.33699 -19.08594 3.89682
C 25.14012 -20.88770 14.66226
C 25.42836 -10.75155 11.17160
C 31.10507 -15.11772 8.66827
C 19.97037 -15.99550 5.34302
C 30.27528 -22.72305 5.64095
C 26.41868 -23.15170 11.63186
C 21.00025 -9.69203 10.52024
C 22.64843 -18.34212 2.79261
C 28.48746 -21.07813 13.49382
C 22.62317 -19.68080 6.50901
C 26.12047 -13.76657 1.93882
C 32.41106 -20.01414 4.89042
C 24.25577 -11.68413 5.12985
C 23.20756 -11.00838 14.13481
H 30.50339 -22.57573 6.69658
H 19.93648 -9.87794 10.66832
H 28.31075 -19.15754 2.80949
H 22.22078 -19.83259 7.51058
H 29.49961 -20.67976 13.42363
H 30.38824 -15.77553 9.15973
H 32.65248 -18.98200 4.63642
H 23.33864 -19.16284 2.59739
H 23.64756 -19.35996 6.69821
H 27.09046 -14.19646 2.18863
H 31.26036 -22.90746 5.21231
H 26.31650 -15.97275 9.22641
H 23.23529 -9.93699 13.93622
H 32.39178 -11.61806 10.86023
H 26.52353 -23.34013 12.70031
H 26.70965 -17.16148 8.10098
H 23.81126 -12.63496 4.83584
H 26.74931 -9.78406 3.39174
H 22.61751 -17.71932 1.89859
H 24.20706 -11.43414 14.22334
H 26.33934 -13.04043 1.15593
H 21.63186 -18.73533 2.78548
H 19.12235 -16.53669 4.92338
H 25.38436 -11.81158 10.92159
H 29.65069 -23.60934 5.52929
H 32.59468 -15.63900 12.35089
H 32.07032 -20.77232 4.18533
H 27.20217 -23.68870 11.09719
H 19.74028 -14.96504 5.07226
H 20.04013 -15.89007 6.42567
H 25.50687 -14.57956 1.55069
H 26.71797 -10.88583 2.02325
H 25.60111 -9.98110 10.42015
H 23.87905 -10.96960 4.39798
H 30.84617 -15.75414 11.91510
H 28.23710 -10.03387 2.64964
H 25.44393 -23.48558 11.27616
H 28.27851 -21.23139 14.55257
H 25.21323 -16.67129 8.16414
H 32.01318 -15.71252 8.57010
H 25.89956 -17.56431 9.41927
H 26.09465 -10.58329 12.01767
H 23.98033 -11.24768 6.08992
H 24.05635 -20.90901 14.77676
H 25.28930 -19.81003 14.72908
H 27.62832 -19.76121 4.37629
H 27.94846 -18.08501 4.08466
H 30.60536 -15.06944 7.70077
H 31.38440 -15.16659 13.55327
H 22.74329 -11.26182 15.08788
H 31.36348 -10.19195 11.13749
H 21.23886 -8.64688 10.32318
H 25.45735 -21.40047 15.57029
H 22.59378 -20.65177 6.01457
H 28.66733 -22.01192 12.96109
H 33.30502 -20.44173 5.34441
H 21.12243 -10.12063 9.52552
H 31.60363 -10.77318 9.54398
```

For the maximum force, the calculation gives 3.93 eV/Å. The calculation puts the total energy at -4629.42366 Eh. As for the net charge: +1. As for the orbital gap: 9.59 eV. The energy above the lowest of the compared OMol25 structures with the same formula, charge and spin is 712.5 kJ/mol. The calculation puts the HOMO energy at -11.931 eV.

Entry 4:
Formula: C18H58O18
Source: the Open Molecules 2025 dataset
Level of theory: ωB97M-V with the def2-TZVPD basis set

```
94
Properties=species:S:1:pos:R:3
O -2.42267 -0.82378 0.49953
O -0.24391 -2.29259 5.36380
O -3.28127 6.25671 0.15157
O -3.60497 -1.12723 -1.90627
O 1.36019 -2.36150 -2.80755
O -3.74988 3.92032 -1.42959
O -1.83775 3.50710 3.29325
O 0.16058 -0.52103 1.16652
O -0.55227 -4.09379 -4.21986
O 1.99191 -2.60842 1.46923
O 3.62877 3.71505 0.54677
O 4.47848 0.85575 0.55011
O 2.05834 -0.50211 5.50177
O 0.74615 1.59687 -6.65589
O 3.05600 -5.51117 1.67662
O -0.39536 1.31904 -4.05223
O -2.01758 -3.45409 1.60906
O -0.59932 1.22123 -1.28750
C 1.19999 -3.70920 1.82431
C -3.33752 -1.53792 1.29701
C 1.49901 -0.95152 4.33188
C 0.91187 0.80132 -4.37820
C -3.25476 -3.03425 1.01231
C 4.51334 4.64243 1.21955
C 0.77959 0.64768 0.65392
C 2.10376 -4.81235 2.53923
C 1.56101 1.61896 -5.50740
C -2.70648 3.90893 -0.45408
C -0.85188 -3.36891 -3.05170
C 4.49326 0.17500 -0.70147
C -0.01452 -1.14069 4.52402
C -3.59724 0.00745 -2.67679
C -2.94914 5.01297 0.69071
C 0.39741 -3.21684 -2.23597
C 0.72255 0.80077 -0.86711
C -1.91155 2.16226 2.85273
H 4.29938 4.79927 2.27677
H 0.65406 -4.10447 0.96768
H -1.19056 -2.37564 -3.34631
H 1.41212 1.58485 -1.17985
H -0.52197 -1.27127 3.56822
H -2.73140 -0.87536 -0.40801
H 1.79369 0.71594 1.04766
H 1.64165 -0.22151 3.53512
H -2.82721 1.64763 3.14397
H 0.01291 -3.52941 -4.75244
H -4.29542 -1.72786 -2.19631
H 0.79292 -4.22069 -2.08114
H -0.99917 1.38834 -4.79534
H 4.51064 5.63954 0.77925
H 1.01775 -0.26848 -4.55827
H -2.12333 5.18446 1.38116
H -3.83306 4.72650 1.26055
H -1.42822 -2.71357 1.44817
H 0.28953 1.46385 1.18478
H 5.53739 4.27007 1.24718
H 2.08038 0.45254 5.40291
H -1.08017 1.57265 3.23907
H -0.37541 -0.19169 4.92057
H -3.09326 -1.35091 2.34270
H -0.64984 -0.46661 0.65479
H 2.52742 1.16917 -5.73512
H -4.14961 6.26432 -0.25772
H -1.58578 -3.92919 -2.47242
H -2.57926 2.88337 -0.10749
H -1.81485 4.15850 -1.02924
H -4.36660 -1.24246 1.09257
H -3.12979 -3.25402 -0.04796
H 1.35279 0.96615 -3.39508
H 2.64645 -4.28971 3.32690
H 1.44858 -5.52626 3.03839
H -4.11577 -3.56840 1.41411
H 4.32785 0.15649 1.19037
H -0.98265 3.82132 2.99049
H 0.87896 -0.15459 -1.36803
H 3.48091 -6.18710 2.20970
H -0.56604 1.22776 -2.24690
H 0.18543 -2.78799 -1.25655
H 5.51701 -0.10230 -0.95275
H -3.21786 0.92683 -2.23081
H 2.08916 -2.97333 -2.93354
H -1.83787 2.18487 1.76546
H 4.10011 0.83544 -1.47435
H -3.42542 4.56494 -2.06267
H 0.43231 -3.24749 2.44527
H 1.93059 -1.91963 4.07770
H -0.67852 -1.96888 6.15622
H -4.62799 0.21713 -2.96261
H 1.40279 -1.90642 1.18333
H 3.89327 2.82892 0.80445
H 3.87350 -0.72157 -0.71376
H 1.66780 2.61423 -5.07598
H 1.18630 2.01402 -7.40010
H -3.09120 -0.28433 -3.59706
```

For the maximum force, the calculation gives 2.69 eV/Å. The calculation puts the total energy at -2074.68443 Eh. As for the net charge: 0. As for the orbital gap: 9.74 eV. Its SMILES is OCCO.OCCO.OCCO.OCCO.OCCO.OCCO.OCCO.CO.CO.CO.CO. The energy above the lowest of the compared OMol25 structures with the same formula, charge and spin is 208.8 kJ/mol. The calculation puts the HOMO energy at -9.485 eV.